A cluster of 13 separate species, H26O13 in total at a distorted geometry, computed with ωB97M-V/def2-TZVPD.

```
39
H26O13, DFT ωB97M-V/def2-TZVPD
O -2.085 0.662 2.370
H -2.175 1.484 1.836
H -1.684 0.002 1.812
O 2.987 0.059 -2.142
H 2.362 -0.632 -2.365
H 2.575 0.431 -1.391
O -1.887 -1.575 0.155
H -2.422 -1.425 -0.608
H -2.055 -2.432 0.547
O 0.801 2.687 -1.726
H 0.084 2.105 -1.976
H 0.766 2.638 -0.786
O -4.454 -0.065 0.126
H -3.593 0.111 -0.267
H -4.975 -0.585 -0.451
O 0.375 -1.246 -2.382
H 0.322 -0.739 -1.563
H 0.425 -2.203 -2.210
O -2.414 0.502 -2.062
H -1.759 0.952 -2.560
H -2.659 -0.273 -2.607
O 2.943 1.435 0.268
H 2.073 1.599 0.665
H 2.921 2.119 -0.437
O 0.561 -3.106 1.896
H 1.143 -3.834 2.114
H 1.196 -2.659 1.378
O 1.926 -1.536 0.121
H 2.525 -2.219 -0.076
H 2.448 -0.981 0.645
O -0.039 0.409 -0.198
H -0.949 0.141 -0.223
H 0.273 -0.278 0.351
O 0.807 -0.002 2.497
H 0.973 0.895 2.770
H 1.491 -0.564 2.875
O 0.623 2.909 0.962
H 0.174 2.071 0.802
H 0.379 3.159 1.849
```

Properties
Gap between HOMO and LUMO: 10.0 eV
Max |F|: 2.69 eV/Å
Energy relative to the best compared isomer or geometry (same formula, charge and spin): 256.25 kJ/mol
Molecular weight: 234.2 u
Charge: 0